<w>
{
  "formula": "C3H4S2",
  "method": "ωB97M-V/def2-TZVPD",
  "symbols": ["C", "C", "C", "S", "S", "H", "H", "H", "H"],
  "positions_angstrom": [[2.1078, -1.3134, -0.3678], [1.2883, -0.5814, 0.1743], [0.2741, 0.2390, 0.5639], [-2.7622, -0.0698, 0.1445], [0.4766, 1.9364, 0.0758], [2.7918, -2.0960, -0.5916], [-0.5449, 0.0890, 1.2051], [-2.8078, -0.3418, -1.1082], [-0.8237, 2.1381, -0.0961]],
  "spin_multiplicity": 1,
  "gap_ev": [5.4, 8.7]
}

<x>
{
  "formula": "C3H4S2",
  "method": "ωB97M-V/def2-TZVPD",
  "symbols": ["C", "C", "C", "S", "S", "H", "H", "H", "H"],
  "positions_angstrom": [[0.3473, 0.2812, 1.8073], [-0.0505, 0.1968, 0.6766], [-0.4530, 0.1258, -0.6867], [-0.0742, -1.4570, -1.4851], [0.1389, 1.5298, -1.7776], [0.8325, 0.4829, 2.7275], [-1.8890, 0.4169, -0.8140], [-0.8391, -2.2673, -0.7502], [1.4537, 1.3040, -1.6586]],
  "spin_multiplicity": 1,
  "gap_ev": 9.8
}

<y>
{
  "formula": "C3H4S2",
  "method": "ωB97M-V/def2-TZVPD",
  "symbols": ["C", "C", "C", "H", "H", "H", "H", "S", "S"],
  "positions_angstrom": [[-0.6589, 0.1840, -1.0696], [-0.2903, -0.3269, 0.2990], [1.0217, 0.0441, 0.8590], [-0.2003, 1.0245, -1.4493], [-1.0869, 0.0298, 0.8585], [-0.2009, -1.4195, 0.0332], [1.6333, -0.6090, 1.4982], [-1.9192, -0.4836, -1.8506], [1.7015, 1.5567, 0.8216]],
  "spin_multiplicity": 1,
  "gap_ev": 8.1
}

<z>
{
  "formula": "C3H4S2",
  "method": "ωB97M-V/def2-TZVPD",
  "symbols": ["C", "C", "C", "S", "S", "H", "H", "H", "H"],
  "positions_angstrom": [[0.0202, -1.2684, -0.2509], [-0.6376, 0.4735, -0.8212], [1.1618, -0.5750, 0.3824], [-2.2695, 0.8351, -0.2148], [0.8940, 1.2279, 0.0323], [1.2282, -0.7539, 1.4924], [2.0991, -1.0989, 0.2188], [-1.9040, 0.7519, 1.0938], [-0.5922, 0.4079, -1.9328]],
  "spin_multiplicity": 1,
  "gap_ev": 7.6
}

Most stable = <y>

<w>
{
  "formula": "C3H4S2",
  "method": "ωB97M-V/def2-TZVPD",
  "symbols": ["C", "C", "C", "S", "S", "H", "H", "H", "H"],
  "positions_angstrom": [[3.3167, -0.2868, 0.3360], [0.3114, 1.4157, -0.3507], [-0.8553, 0.6507, 0.2060], [4.9538, -0.3526, 0.1678], [1.9064, 1.4234, -0.2880], [2.8568, -1.1268, 0.8180], [-1.3628, 1.3338, 0.7279], [-0.8176, -0.2403, 0.8522], [-1.5436, 0.3483, -0.5618]],
  "spin_multiplicity": 1,
  "gap_ev": 6.9
}

<x>
{
  "formula": "C3H4S2",
  "method": "ωB97M-V/def2-TZVPD",
  "symbols": ["C", "C", "C", "S", "S", "H", "H", "H", "H"],
  "positions_angstrom": [[-1.1566, -0.0870, 0.1398], [-0.0356, -1.0044, 0.2249], [0.5932, 0.1476, -0.5782], [-2.5485, 0.6589, -0.0272], [1.2537, 1.7701, -0.0979], [0.3819, -1.3157, 1.1644], [-0.1023, -1.9345, -0.3899], [0.7206, 0.0676, -1.6256], [0.8936, 1.6973, 1.1897]],
  "spin_multiplicity": 1,
  "gap_ev": 6.7
}

Most stable = <x>

<w>
{
  "formula": "C3H4S2",
  "method": "ωB97M-V/def2-TZVPD",
  "symbols": ["C", "C", "C", "S", "S", "H", "H", "H", "H"],
  "positions_angstrom": [[1.2143, -0.0125, 0.9730], [0.4053, 0.0759, -0.2083], [-1.1807, -0.0656, -0.5884], [1.4233, -1.4317, -0.1389], [1.6056, 1.3899, -0.1655], [1.0647, 0.2771, 1.9420], [-1.6926, 0.4745, 0.2958], [-1.5271, -1.0870, -0.4857], [-1.3128, 0.3794, -1.6239]],
  "spin_multiplicity": 1,
  "gap_ev": 9.1
}

<x>
{
  "formula": "C3H4S2",
  "method": "ωB97M-V/def2-TZVPD",
  "symbols": ["C", "C", "C", "S", "S", "H", "H", "H", "H"],
  "positions_angstrom": [[-0.3846, 0.5869, -1.0529], [-0.4462, -0.5705, -0.5026], [-0.1226, -1.5795, 0.2377], [0.5054, 1.8685, 0.0488], [1.8973, 0.9717, 1.0635], [-0.5769, 0.8983, -1.9889], [0.6995, -2.2667, 0.2173], [-0.9208, -1.6693, 0.9694], [-0.6510, 1.7605, 1.0077]],
  "spin_multiplicity": 1,
  "gap_ev": 8.6
}

Most stable = <w>

<w>
{
  "formula": "CH6N2O3S",
  "method": "ωB97M-V/def2-TZVPD",
  "symbols": ["C", "N", "N", "O", "O", "O", "S", "H", "H", "H", "H", "H", "H"],
  "positions_angstrom": [[-0.9839, 0.5732, 0.7535], [-1.9246, -1.5128, 0.2696], [1.8906, 1.4098, -0.5311], [0.6847, -0.4762, -1.6156], [1.7524, -0.8468, 0.6438], [-1.9053, -0.0836, 0.0768], [0.9637, 0.0302, -0.2913], [-1.1820, 1.6286, 0.8573], [-0.5326, 0.1625, 1.6225], [-2.6671, -1.9315, -0.3214], [-1.0032, -1.9670, -0.2503], [2.5899, 1.6531, 0.2266], [2.3175, 1.3605, -1.4402]],
  "spin_multiplicity": 1,
  "gap_ev": 9.7
}

<x>
{
  "formula": "CH6N2O3S",
  "method": "ωB97M-V/def2-TZVPD",
  "symbols": ["C", "N", "N", "O", "O", "O", "S", "H", "H", "H", "H", "H", "H"],
  "positions_angstrom": [[1.6936, -2.0898, -0.0861], [-1.0290, 2.4341, -0.4676], [-2.3697, 2.5058, -0.4108], [0.8711, 0.4360, 0.2228], [-0.6014, -1.3453, 0.9527], [-2.8921, 1.4328, 0.0188], [0.9450, -0.8142, 1.0068], [1.3996, -1.8737, -1.0642], [2.8536, -2.1094, -0.1480], [1.4232, -3.0284, 0.2868], [-0.4816, 1.6785, -0.0806], [-0.6445, 3.2848, -0.9057], [-1.1677, -0.5111, 0.6752]],
  "spin_multiplicity": 1,
  "gap_ev": 10.3
}

<y>
{
  "formula": "CH6N2O3S",
  "method": "ωB97M-V/def2-TZVPD",
  "symbols": ["C", "N", "N", "O", "O", "O", "S", "H", "H", "H", "H", "H", "H"],
  "positions_angstrom": [[0.9351, 0.9033, -0.2312], [-1.1823, -1.6347, -0.3507], [0.2170, 0.8638, 1.9390], [-0.0262, -2.8737, 1.4251], [-2.3295, -2.0485, 1.9977], [1.2908, 0.6961, 1.1218], [-1.0333, -1.7821, 1.3705], [0.0930, 1.4613, -0.1217], [0.6403, 0.0280, -0.6240], [1.7870, 1.3233, -0.8996], [-0.2667, -1.8599, -0.6890], [-1.9202, -2.1765, -0.7498], [0.6479, 0.6363, 2.8000]],
  "spin_multiplicity": 1,
  "gap_ev": [10.0, 7.0]
}

Most stable = <x>

<w>
{
  "formula": "C26H33IrN6P2",
  "method": "ωB97M-V/def2-TZVPD",
  "symbols": ["Ir", "C", "P", "C", "C", "C", "C", "C", "C", "C", "P", "C", "C", "H", "H", "H", "H", "H", "H", "H", "H", "H", "H", "H", "H", "H", "H", "H", "H", "N", "C", "N", "N", "C", "N", "H", "H", "H", "H", "C", "N", "C", "C", "N", "C", "H", "H", "H", "H", "H", "H", "C", "C", "C", "C", "C", "C", "C", "C", "C", "C", "H", "H", "H", "H", "H", "H", "H"],
  "positions_angstrom": [[-0.1108, -0.4485, 0.1023], [0.4867, 1.7741, -2.4127], [-0.2055, 1.6028, -0.7403], [0.5254, 3.0287, 0.1033], [-1.9966, 1.8635, -1.0729], [-2.5530, 2.4688, -2.1696], [-3.9486, 2.4668, -2.3222], [-4.7915, 1.8805, -1.3824], [-4.2483, 1.2957, -0.2582], [-2.8430, 1.2122, -0.1015], [-2.2865, -0.7430, -0.5926], [-2.8303, -0.9525, -2.2972], [-3.5035, -1.6747, 0.3776], [0.1993, 2.7492, -2.8107], [0.1417, 0.9864, -3.0819], [1.5726, 1.7551, -2.3531], [-0.2302, 3.5860, 0.6516], [1.0109, 3.6698, -0.6307], [1.2615, 2.6483, 0.8121], [-1.9417, 2.9535, -2.9174], [-4.3797, 2.9465, -3.1925], [-5.8636, 1.9194, -1.5171], [-4.8780, 0.9059, 0.5312], [-3.8693, -0.6591, -2.4455], [-2.7436, -2.0226, -2.5087], [-2.1800, -0.4147, -2.9845], [-4.5107, -1.6151, -0.0319], [-3.4967, -1.3237, 1.4105], [-3.1792, -2.7186, 0.3681], [-1.2699, 1.6330, 3.8714], [-2.5505, 1.7328, 3.5257], [-3.4627, 2.0312, 4.4556], [-3.0119, 1.5753, 2.2755], [-2.1758, 1.2225, 1.2981], [-0.9051, 1.0051, 1.3300], [-0.9614, 1.8250, 4.8094], [-0.6119, 1.3290, 3.1588], [-3.2205, 2.2033, 5.4152], [-4.4132, 2.1719, 4.1625], [2.5403, -4.8048, -2.2776], [1.7683, -3.9835, -1.3490], [1.2962, -4.3751, -0.1241], [0.6157, -3.3151, 0.3807], [0.6722, -2.2759, -0.5309], [1.3737, -2.7214, -1.5578], [3.2659, -5.3885, -1.7179], [3.0689, -4.1547, -2.9692], [1.8820, -5.4713, -2.8305], [1.4890, -5.3528, 0.2809], [0.1267, -3.2221, 1.3363], [1.6143, -2.1739, -2.4504], [5.5579, 0.2323, -0.8633], [4.4018, 0.0778, -1.6588], [3.1753, -0.0361, -1.0691], [3.0115, -0.0031, 0.3392], [1.7353, -0.1014, 0.9780], [1.6908, -0.0808, 2.3542], [2.8600, 0.0261, 3.1425], [4.0763, 0.1496, 2.5428], [4.1807, 0.1385, 1.1297], [5.4435, 0.2591, 0.4951], [6.5274, 0.3284, -1.3327], [4.4941, 0.0518, -2.7376], [2.2904, -0.1496, -1.6785], [0.7348, -0.1685, 2.8618], [2.7807, 0.0168, 4.2220], [4.9777, 0.2547, 3.1334], [6.3240, 0.3739, 1.1152]],
  "spin_multiplicity": 1,
  "gap_ev": 4.9,
  "charge": 2
}

<x>
{
  "formula": "C26H33IrN6P2",
  "method": "ωB97M-V/def2-TZVPD",
  "symbols": ["Ir", "C", "P", "C", "C", "C", "C", "C", "C", "C", "P", "C", "C", "H", "H", "H", "H", "H", "H", "H", "H", "H", "H", "H", "H", "H", "H", "H", "H", "N", "C", "N", "N", "C", "N", "H", "H", "H", "H", "C", "N", "C", "C", "N", "C", "H", "H", "H", "H", "H", "H", "C", "C", "C", "C", "C", "C", "C", "C", "C", "C", "H", "H", "H", "H", "H", "H", "H"],
  "positions_angstrom": [[0.1109, -0.1159, 1.1197], [-1.0096, 2.6135, -0.7048], [-1.3836, 0.9367, -0.1175], [-2.0630, 0.1284, -1.6417], [-2.8916, 1.1879, 0.8626], [-4.1633, 1.4359, 0.3534], [-5.2492, 1.5023, 1.2153], [-5.0637, 1.3260, 2.5832], [-3.7897, 1.1188, 3.0937], [-2.6986, 1.0711, 2.2318], [-0.9666, 0.8819, 2.7517], [-0.4713, 2.5993, 3.1466], [-1.0212, 0.1402, 4.3928], [-1.9313, 3.0471, -1.0950], [-0.2626, 2.5999, -1.5015], [-0.6343, 3.2286, 0.1096], [-2.9119, -0.4731, -1.3249], [-0.8065, -1.5946, -1.7097], [-2.4281, 0.8886, -2.3360], [-4.3235, 1.5506, -0.7140], [-6.2427, 1.6739, 0.8217], [-5.9133, 1.3504, 3.2536], [-3.6577, 1.0089, 4.1634], [-1.2493, 3.1276, 3.7009], [-0.2597, 3.1343, 2.2260], [0.4358, 2.5794, 3.7537], [-1.5169, 0.8372, 5.0683], [-0.0041, -0.0181, 4.7453], [-1.5473, -0.8141, 4.3899], [-0.0952, -5.4425, -0.6548], [1.0611, -5.0163, -1.1901], [1.7749, -5.8709, -1.9255], [1.5289, -3.7971, -1.0137], [0.8838, -2.8873, -0.3521], [0.3001, -2.0720, 0.2438], [-0.4204, -6.3861, -0.7651], [-0.6090, -4.8376, -0.0383], [1.4764, -6.8120, -2.1051], [2.6361, -5.5464, -2.3271], [5.2588, -0.2463, 3.3370], [3.8400, -0.5721, 3.1532], [3.0862, -1.4189, 3.9289], [1.8335, -1.4000, 3.4031], [1.8135, -0.5415, 2.3143], [3.0391, -0.0747, 2.1959], [5.6725, -0.9222, 4.0780], [5.3682, 0.7777, 3.6849], [5.7928, -0.3766, 2.3998], [3.5039, -1.9418, 4.7732], [0.9631, -1.9536, 3.7088], [3.3830, 0.6083, 1.4346], [-2.9535, -2.3665, -5.9458], [-3.4599, -2.6369, -4.6648], [-2.8438, -2.1492, -3.5243], [-1.7032, -1.3640, -3.6245], [-1.0498, -0.7842, -2.4072], [0.1987, -0.0492, -2.6742], [0.6909, 0.1731, -3.9204], [-0.0009, -0.3446, -5.0316], [-1.1768, -1.1052, -4.9131], [-1.8177, -1.6138, -6.0683], [-3.4510, -2.7581, -6.8232], [-4.3565, -3.2373, -4.5659], [-3.2581, -2.3834, -2.5497], [0.7346, 0.3379, -1.8102], [1.6059, 0.7326, -4.0659], [0.3914, -0.1617, -6.0279], [-1.3988, -1.3986, -7.0442]],
  "spin_multiplicity": 1,
  "gap_ev": 4.4,
  "charge": 2
}

Most stable = <x>